No. 1
ORCA calculation (ωB97M-V/def2-TZVPD) on 3 unconnected molecules or ions with the total composition C2H4O3S.

Computed properties:
highest occupied orbital energy	-10.62	eV
energy relative to the best compared isomer or geometry (same formula, charge and spin)	3.836	eV
net charge	0
F_max	5.40	eV/Å
LUMO level	-0.32	eV

Each line ends with the natural charge from an NBO analysis.
Positions of all 10 atoms, in Å:
C 0.756896 1.943410 0.246764  -0.2089
C 1.738406 1.204653 0.405998  -0.2721
O -2.419324 -2.147594 -0.063589  -0.8675
O -2.295479 0.276782 -0.371577  -0.8351
O 0.156859 -0.880271 -0.096975  -0.9695
S -2.239530 -0.979657 -0.908038  1.6980
H 0.402044 2.709302 0.852581  0.2313
H 2.715097 0.612733 0.117639  0.2516
H -0.004690 -1.900001 -0.316465  0.4770
H 1.189720 -0.839359 0.133666  0.4951

Atomic forces in eV per Å
C 3.40 -2.02 1.26
C 1.21 -0.04 -2.25
O 0.11 1.01 -0.62
O -0.64 4.51 2.02
O 3.07 -3.91 -0.09
S -0.19 -5.17 -1.55
H -1.57 1.30 0.15
H -2.58 1.46 0.95
H 0.80 3.05 0.93
H -3.62 -0.19 -0.80

---

No. 2
ORCA calculation (ωB97M-V/def2-TZVPD) on 10 unconnected molecules or ions with the total composition C39H80ClO35P4.

Computed properties:
highest occupied orbital energy	-8.05	eV
net charge	-1
F_max	5.17	eV/Å
LUMO level	1.98	eV

Each line ends with the Mulliken charge.
Positions of all 159 atoms, in Å:
Cl -0.962406 -0.348864 -0.031480  0.6695
O -2.018376 0.336526 0.622340  -0.2347
O -0.809606 0.098936 -1.411700  -0.5507
O 0.290914 -0.177404 0.617990  -0.3547
O -1.188376 -1.752154 -0.074670  -0.5454
C 1.530694 -3.414634 -0.560240  1.6091
C 2.846934 -3.846014 -1.216410  0.4363
O 2.387674 -5.026894 -1.987990  -0.4410
C 1.088164 -5.208034 -1.975430  0.5395
O 0.454284 -5.976574 -2.693320  -0.6483
O 0.562284 -4.164694 -1.213250  -0.3039
H 1.326114 -2.346234 -0.629250  -0.5724
H 1.528584 -3.549454 0.521390  -0.9672
H 3.567954 -4.113414 -0.443930  -0.0462
H 3.147744 -3.051824 -1.899700  0.0704
C -0.603646 -1.917214 -4.253310  -0.1868
C 0.088634 -3.113614 -4.925950  -0.5559
O 1.426064 -2.993854 -4.495660  -0.3852
C 1.663204 -1.739174 -4.196390  0.5022
O 2.792424 -1.352624 -3.920760  -0.5682
O 0.455354 -0.993224 -4.204770  0.1266
H -1.008996 -2.184804 -3.277510  0.0221
H -1.388646 -1.496024 -4.881380  0.3592
H 0.114094 -3.102064 -6.015590  0.3498
H -0.524576 -3.957054 -4.608660  0.3798
C 2.555894 1.277286 -2.285190  2.4110
C 1.593024 2.113226 -3.100970  0.8929
O 2.292324 2.506626 -4.245770  -0.4731
C 3.524664 2.222406 -4.089420  0.5387
O 4.344954 2.578366 -4.888100  -0.6819
O 3.761274 1.446226 -3.000440  -0.3723
H 2.119974 0.283556 -2.182340  -0.8758
H 2.615214 1.723156 -1.292330  -0.6733
H 1.150884 3.003196 -2.653130  -0.0452
H 0.819874 1.420406 -3.433150  -0.7296
C -1.845076 -5.097354 0.717700  0.5458
C -0.847566 -6.056364 1.355380  0.1873
O -1.401766 -6.343224 2.681520  -0.4184
C -2.646896 -5.781484 2.792580  0.6224
O -3.362886 -5.860024 3.779510  -0.5456
O -2.850706 -4.941084 1.731120  -0.3322
H -2.456366 -5.500064 -0.089920  0.2340
H -1.260066 -4.193464 0.547880  -0.3765
H 0.193894 -5.734704 1.357060  -0.1361
H -0.841426 -6.898674 0.663590  0.2651
C -1.815816 -0.413804 3.863060  0.6684
C -1.870366 -1.860354 3.390530  1.0723
O -1.756776 -2.571764 4.587490  -0.3912
C -1.271216 -1.843854 5.509840  0.6661
O -0.937686 -2.272754 6.624650  -0.6834
O -1.255126 -0.581454 5.118240  -0.3908
H -2.875826 -0.164474 3.911140  -0.1307
H -1.110186 0.025646 3.158020  0.1378
H -1.060766 -2.099944 2.701160  -0.8847
H -2.782396 -2.144784 2.865750  -0.0825
C 1.889464 -3.357784 3.644690  -0.3882
C 2.327984 -2.280434 2.629540  0.5717
O 3.447624 -2.691524 1.943560  0.8245
P 4.877464 -2.789734 2.713360  0.5169
O 4.898724 -2.122344 4.022420  -0.7703
O 6.003424 -2.166494 1.658450  -0.4409
C 6.035994 -2.356384 0.292830  -0.5419
C 5.023294 -1.465454 -0.402120  -0.5315
O 5.185774 -4.394864 2.730010  -0.3450
C 4.794834 -5.218654 3.767530  -0.2645
C 3.920374 -6.305524 3.127140  -0.6948
H 1.686524 -4.366994 3.286370  -0.1051
H 2.485514 -3.364544 4.557260  0.3349
H 0.939674 -2.979904 4.023100  -0.2508
H 1.426524 -2.127614 2.036140  -0.6627
H 2.383574 -1.277594 3.053000  0.4084
H 7.083524 -2.094744 0.143410  0.4009
H 6.036334 -3.393044 -0.043990  0.2507
H 5.039804 -1.635794 -1.478600  0.3955
H 4.031944 -1.336674 0.032320  -0.0527
H 5.413254 -0.474274 -0.170610  0.3360
H 5.681274 -5.647224 4.235140  0.3744
H 4.250264 -4.644664 4.517250  0.2669
H 3.003764 -5.843184 2.760860  -0.1407
H 4.480534 -6.714434 2.286230  0.3189
H 3.673914 -7.167034 3.747750  0.3933
C 2.556214 6.348606 -1.099260  -1.3240
C 3.564724 5.463176 -1.850650  -0.1084
O 3.916534 4.396166 -0.970960  0.3246
P 5.242204 4.484006 -0.039990  0.4145
O 5.542934 5.852586 0.360410  -0.7321
O 6.397014 3.723956 -0.870360  -0.3030
C 6.717194 3.931766 -2.221460  0.1916
C 7.458014 5.277256 -2.433240  -1.2088
O 5.007024 3.328686 1.211270  -0.5366
C 4.456614 2.055416 0.944120  0.0810
C 2.974064 2.004286 1.347280  -0.8248
H 2.904704 6.605106 -0.098830  0.3365
H 2.126514 7.154316 -1.694480  0.4299
H 1.670344 5.739496 -0.919440  0.2156
H 3.102024 5.025166 -2.735050  0.3617
H 4.382484 6.122266 -2.142150  0.2015
H 7.421334 3.192406 -2.603070  0.3753
H 5.864984 3.836796 -2.894380  -0.0675
H 7.825054 5.487326 -3.437850  0.3865
H 6.849124 6.094596 -2.046850  0.2642
H 8.326494 5.364716 -1.780410  0.3314
H 4.675634 1.758636 -0.081570  0.0099
H 4.857824 1.375256 1.695470  0.4503
H 2.418914 2.906306 1.089830  0.2836
H 2.433564 1.159066 0.921180  -0.0268
H 2.829284 2.023196 2.427460  0.4639
C -2.560926 3.868706 -0.900570  -1.7006
C -1.643896 3.895516 -2.073810  1.1209
O -2.442636 4.424916 -3.092940  0.0132
P -1.833466 4.901246 -4.533890  0.6358
O -0.967876 6.101566 -4.611610  -0.7471
O -1.006936 3.566546 -5.044670  -0.2583
C -1.582156 2.248776 -5.267290  0.3835
C -0.844926 1.505606 -6.395490  -1.3574
O -3.148456 4.902396 -5.582950  -0.3331
C -4.244236 5.755676 -5.264670  -0.4509
C -5.230736 5.156096 -4.207070  -0.8988
H -3.458286 3.267526 -1.046910  0.3900
H -2.062026 3.493996 -0.006820  0.3933
H -2.841616 4.858066 -0.539340  0.4432
H -0.776096 4.516766 -1.852320  -0.1172
H -1.275256 2.895256 -2.301160  -0.3011
H -1.508616 1.717196 -4.318550  -0.1034
H -2.605066 2.458516 -5.579960  0.4523
H -1.157956 0.480386 -6.593080  0.3528
H -0.963536 1.949586 -7.383880  0.4212
H 0.196764 1.327886 -6.128280  0.1879
H -4.015956 6.792826 -5.019100  0.3421
H -4.734556 5.878466 -6.230390  0.3371
H -4.838406 5.236246 -3.193290  0.1901
H -6.067696 5.849596 -4.125470  0.4199
H -5.589736 4.185046 -4.548080  0.2550
C -8.560786 1.114946 6.425400  -1.2605
C -8.334006 0.541406 5.003560  -0.2112
O -7.005346 0.641436 4.660270  -0.2568
P -6.433056 -0.392874 3.534320  0.7270
O -7.340916 -0.849104 2.436010  -0.7226
O -5.084746 0.404026 3.050800  -0.0003
C -5.226806 1.278986 1.934890  -0.2720
C -4.390596 2.597366 2.118870  -1.0702
O -5.908716 -1.617574 4.442580  -0.2962
C -5.504936 -2.875674 3.894080  0.2118
C -6.549526 -3.895724 3.493820  -1.4607
H -8.155896 2.099536 6.659390  0.2959
H -9.576056 1.013476 6.808860  0.3749
H -8.094776 0.340396 7.034490  0.3092
H -8.571436 -0.521664 5.043820  0.3017
H -8.946406 1.021766 4.240460  0.2906
H -4.924996 0.865916 0.972400  0.1052
H -6.283626 1.413806 1.704560  0.5529
H -4.703676 3.341126 1.386140  0.3906
H -4.669666 3.091556 3.049460  0.4036
H -3.305346 2.503546 2.079600  0.1311
H -4.871036 -2.638894 3.039550  0.0553
H -4.933216 -3.464314 4.611520  0.3413
H -7.036716 -4.315994 4.373660  0.3833
H -7.307776 -3.560464 2.786180  0.3584
H -6.107466 -4.715154 2.927050  0.3310

Atomic forces in eV per Å
Cl 0.98 -0.40 -2.57
O -0.64 0.56 0.59
O -0.41 0.49 0.33
O 1.25 0.94 1.36
O -1.06 -1.64 0.26
C 0.97 0.83 0.79
C -1.64 -0.25 -0.07
O 2.19 -0.29 0.27
C -1.27 1.45 -1.42
O 1.24 1.57 2.37
O -1.97 -1.87 -0.79
H -0.14 0.00 -0.58
H -0.13 -0.75 0.00
H 0.21 -0.19 -0.57
H 0.49 -0.54 -0.18
C -0.03 -0.48 -1.31
C -2.09 0.22 -0.27
O -0.31 -1.37 0.21
C 1.36 1.95 1.08
O -2.86 -0.07 -0.59
O 2.78 -0.08 0.58
H 0.28 0.26 0.22
H -0.05 -0.03 0.11
H -0.24 0.26 -0.04
H 1.15 -0.74 0.20
C -1.05 1.23 1.01
C -2.26 -0.81 -0.06
O -2.19 0.85 -0.20
C 2.98 -0.67 -0.98
O 0.84 -0.21 0.47
O 0.59 -0.12 -0.12
H 0.92 -0.28 -0.31
H 0.49 -0.17 0.06
H 0.14 -0.16 0.29
H -0.47 0.44 0.05
C 0.06 0.26 1.04
C -0.80 -1.04 -0.60
O -0.09 -0.22 -1.08
C 0.13 1.37 1.45
O 1.42 -0.18 -2.58
O -0.44 -0.22 1.28
H 0.97 0.19 -0.57
H -1.09 0.45 -0.49
H -0.24 0.45 0.76
H 0.01 -0.85 0.76
C -0.57 -1.85 -1.86
C -0.24 -0.18 -1.62
O -0.99 -3.26 -1.69
C 1.18 -0.35 5.02
O -0.56 1.44 -2.71
O 1.21 1.83 1.86
H 0.40 1.37 0.05
H -0.63 1.18 0.38
H 0.30 -0.20 0.15
H -0.03 0.09 0.23
C -0.65 1.51 0.94
C -2.55 -0.56 1.94
O 2.44 -0.21 -1.17
P 0.84 0.09 -0.74
O 0.08 -0.45 -0.76
O -2.49 -1.48 4.09
C 0.38 -0.46 -1.25
C 1.13 1.19 0.05
O 0.79 3.08 -1.87
C -1.09 -1.45 1.06
C 0.32 0.01 0.02
H 0.29 0.22 -0.37
H 0.40 -0.24 -0.24
H -0.35 -0.18 0.07
H 0.52 -0.31 -1.23
H 0.77 -0.15 0.56
H -0.12 0.55 -1.07
H -0.62 -0.43 0.40
H -0.28 0.19 0.05
H -0.11 -1.10 -0.12
H 0.15 0.36 -0.64
H 0.05 0.02 0.01
H 0.04 -0.15 0.15
H 0.05 -0.20 -0.07
H -0.07 0.08 -0.18
H -0.02 0.28 0.37
C -0.92 -1.12 -0.21
C -1.02 1.54 0.54
O 1.25 -0.90 0.65
P -0.56 -2.70 0.48
O 0.12 -0.13 0.47
O -0.68 -0.24 1.06
C 1.18 1.30 -1.82
C -0.33 0.26 1.05
O 0.72 3.48 -2.30
C -1.27 -0.46 0.84
C -0.54 0.79 -0.30
H 0.30 0.49 -0.35
H 0.65 0.38 0.07
H -0.12 -0.33 0.14
H 0.17 -0.07 0.00
H 0.47 -0.53 -0.01
H -0.16 -0.60 0.74
H -0.36 0.14 0.27
H -0.45 -0.27 -0.13
H -0.28 0.19 -0.45
H 0.20 -0.52 0.07
H -0.13 -0.22 0.06
H 0.98 -0.13 -0.51
H 0.10 0.12 -0.71
H 0.11 -0.13 0.09
H 0.45 -0.49 0.15
C 0.00 -0.10 1.85
C 0.41 -0.27 1.11
O -0.20 1.35 -3.20
P 0.46 -1.85 -1.43
O -1.24 -1.18 0.55
O -0.42 1.44 0.17
C -0.21 0.47 -0.67
C 0.33 -0.19 0.23
O 2.15 0.08 2.45
C -1.67 -0.14 0.03
C 0.51 1.35 -0.78
H 0.10 0.01 -0.21
H 0.21 -0.56 -0.13
H -0.22 0.30 -0.61
H 0.07 0.25 -0.19
H -0.13 -0.10 -0.25
H -0.26 -0.18 -0.09
H -0.22 -0.55 0.29
H -0.79 -0.12 0.62
H 0.30 0.58 0.25
H 0.22 0.62 -0.16
H 0.84 -0.13 0.42
H -0.35 -0.29 0.03
H 0.38 -0.83 -0.17
H -0.35 -0.03 -0.49
H 0.16 -0.05 0.49
C 0.31 -1.48 0.03
C -2.20 0.17 1.05
O 2.60 -0.56 -1.70
P 0.39 -0.52 -0.42
O 0.96 1.11 1.45
O -1.13 -1.33 0.64
C 0.60 1.54 -1.21
C -1.42 -0.25 0.49
O -0.66 1.18 0.21
C 0.62 -0.98 -1.14
C -1.14 0.17 -0.55
H 0.03 -0.12 -0.35
H -0.37 0.41 -0.69
H 0.66 0.43 0.45
H -0.57 -0.02 -0.02
H -0.11 0.01 -0.01
H 0.67 -0.85 0.36
H -0.18 0.72 0.59
H 0.06 -0.26 -0.46
H 0.13 -0.25 0.34
H -0.17 -0.48 -0.07
H 0.12 -0.24 -0.05
H 0.48 0.94 0.38
H -0.08 0.00 -0.02
H -0.14 0.56 0.27
H 0.62 -0.04 0.41

---

| no. | molecular weight (g mol⁻¹) | orbital gap (Ha) |
| --- | --- | --- |
| 1 | 108.1 | 0.37871 |
| 2 | 1268.4 | 0.36856 |